1.
{"formula": "C50H46F4N4O6SZr", "method": "wB97M-V/def2-TZVPD", "elements": ["Zr", "C", "C", "C", "C", "C", "C", "H", "H", "H", "H", "H", "H", "F", "C", "C", "C", "C", "O", "C", "C", "N", "C", "C", "C", "C", "C", "C", "N", "C", "C", "N", "C", "C", "C", "O", "O", "H", "H", "H", "H", "H", "H", "H", "H", "H", "H", "H", "H", "H", "H", "H", "H", "H", "H", "F", "C", "F", "F", "C", "C", "C", "N", "C", "C", "H", "H", "H", "H", "C", "C", "C", "C", "C", "C", "C", "C", "C", "C", "C", "C", "C", "C", "H", "H", "H", "H", "H", "H", "H", "H", "H", "H", "H", "C", "C", "C", "C", "C", "C", "C", "S", "O", "O", "O", "H", "H", "H", "H", "H", "H", "H"], "coordinates": [[-0.301354, 0.791122, -1.933914], [2.238403, -0.893427, -3.829165], [1.280545, -0.458352, -4.735339], [0.983182, 0.895589, -4.833887], [1.669420, 1.820861, -4.049695], [2.649902, 1.382377, -3.160929], [2.916907, 0.025375, -3.038235], [2.467133, -1.947563, -3.765179], [0.778700, -1.173578, -5.369946], [0.308369, 1.241995, -5.604372], [1.515211, 2.884113, -4.201494], [3.244319, 2.106919, -2.616784], [3.697050, -0.314339, -2.370273], [1.335230, 0.979302, 4.276884], [0.969119, -0.185575, 3.685472], [0.263147, -0.068762, 2.517441], [-0.086967, -1.201821, 1.772973], [-0.538724, -1.092266, 0.394740], [-1.032762, -0.044161, -0.109056], [-0.331325, -2.297790, -0.351449], [-0.218666, -3.494846, 0.296526], [-0.109600, -3.611096, 1.630520], [-0.253735, -4.864772, 2.320529], [0.923067, -5.779933, 2.544722], [-0.182571, -6.187946, 1.623848], [0.188786, -2.463208, 2.341362], [0.847523, -2.545714, 3.570445], [1.333609, -1.429847, 4.248687], [2.082762, -1.558785, 5.421213], [2.769711, -2.790043, 5.760109], [2.566021, -3.054837, 7.259518], [2.557626, -1.743632, 7.970344], [3.468461, -0.787807, 7.295659], [2.828044, -0.417936, 5.949919], [-0.021907, -2.238569, -1.834888], [0.152135, -3.263902, -2.454451], [0.172097, -1.044572, -2.280932], [0.043235, 0.918288, 2.134019], [-0.200055, -4.397217, -0.295469], [-0.974240, -4.776884, 3.127415], [1.006789, -6.287097, 3.492399], [1.869568, -5.511699, 2.102061], [-0.872817, -6.946581, 1.959884], [0.032959, -6.238000, 0.570279], [1.038339, -3.537359, 3.938866], [3.838412, -2.703634, 5.531191], [2.401700, -3.642017, 5.198818], [3.371752, -3.680090, 7.646939], [1.614301, -3.556353, 7.439188], [2.797041, -1.864556, 8.959760], [1.611430, -1.346426, 7.914268], [4.447787, -1.259227, 7.187604], [3.587370, 0.112713, 7.900432], [3.609047, -0.087228, 5.251323], [2.144650, 0.414674, 6.112037], [-3.770293, 6.760187, -0.087903], [-4.350063, 5.911000, -0.949792], [-5.519848, 5.552238, -0.412348], [-4.608023, 6.596659, -2.061659], [-3.455618, 4.714893, -1.194602], [-3.408037, 3.699308, -0.249407], [-2.574961, 2.616103, -0.487968], [-1.837750, 2.500206, -1.595320], [-1.875283, 3.493825, -2.488847], [-2.659035, 4.625373, -2.331151], [-4.010271, 3.752147, 0.644861], [-2.495929, 1.807825, 0.232430], [-1.256108, 3.368867, -3.374619], [-2.667001, 5.411654, -3.069717], [-5.207023, -1.141374, -7.033134], [-5.503317, -0.698994, -5.754388], [-4.554169, -0.021334, -5.011195], [-3.289493, 0.228493, -5.536162], [-3.006345, -0.207263, -6.829911], [-3.954598, -0.890222, -7.570759], [-2.225763, 0.887778, -4.743413], [-1.843645, 0.492770, -3.518919], [-2.570394, -0.641442, -2.895881], [-3.442805, -0.405769, -1.822608], [-4.105629, -1.451589, -1.207405], [-3.905508, -2.754840, -1.636205], [-3.078490, -2.999823, -2.721139], [-2.425352, -1.957034, -3.352398], [-5.953807, -1.670125, -7.609117], [-6.479864, -0.889476, -5.331855], [-4.799217, 0.333183, -4.021237], [-2.027199, -0.027869, -7.251093], [-3.713600, -1.229316, -8.568506], [-1.726873, 1.706776, -5.259783], [-3.666399, 0.614852, -1.529847], [-4.798212, -1.248281, -0.403725], [-4.413714, -3.568874, -1.143219], [-2.947827, -4.008489, -3.086246], [-1.801370, -2.161028, -4.210903], [5.517596, 4.703106, 3.068156], [4.504266, 4.096060, 2.150773], [3.257449, 4.705000, 2.005255], [2.277685, 4.132309, 1.217165], [2.539697, 2.941196, 0.560224], [3.771543, 2.323219, 0.678890], [4.753928, 2.910392, 1.463914], [1.168987, 2.108587, -0.200932], [0.797832, 2.583365, -1.569288], [0.021433, 2.307385, 0.660448], [1.509853, 0.683901, -0.378072], [5.743966, 5.722933, 2.764634], [6.437718, 4.126246, 3.083797], [5.121406, 4.753469, 4.081645], [3.054809, 5.628490, 2.523413], [1.300064, 4.574917, 1.122403], [3.935215, 1.382114, 0.175555], [5.719246, 2.432436, 1.555171]], "forces_ev_per_a": [[-1.962, 0.336, -1.639], [0.189, 0.163, -0.584], [0.438, -0.085, -0.030], [0.322, 0.039, -0.266], [0.073, -0.090, -0.230], [0.272, -0.318, -0.226], [0.272, 0.119, -0.310], [-0.036, -0.047, 0.078], [-0.107, -0.034, -0.002], [-0.071, -0.035, 0.157], [-0.079, -0.076, 0.107], [-0.138, -0.031, 0.102], [-0.031, 0.007, 0.077], [-0.052, -0.155, 0.031], [-0.176, 0.210, -0.347], [0.149, -0.157, 0.276], [-0.103, -0.013, 0.123], [0.045, -1.501, 0.299], [0.171, 0.173, 0.073], [0.257, 0.945, -0.382], [-0.148, 0.019, -0.033], [0.091, 0.159, -0.619], [0.027, -0.493, 0.346], [0.049, -0.019, 0.107], [-0.044, 0.096, -0.022], [0.048, 0.702, 0.079], [0.076, -0.082, 0.126], [-0.437, -0.125, -0.415], [-0.052, 0.083, 0.356], [0.019, -0.126, 0.025], [-0.007, -0.724, -0.634], [-0.266, 0.138, 0.448], [0.455, 0.526, -0.431], [-0.008, 0.334, -0.014], [-0.134, -2.017, 0.884], [0.046, 0.414, -0.002], [0.224, -0.562, -0.002], [0.019, -0.012, 0.017], [-0.109, -0.065, -0.017], [0.038, -0.049, -0.081], [-0.034, -0.018, 0.154], [0.046, 0.111, -0.145], [-0.062, 0.030, 0.023], [0.058, 0.053, -0.121], [0.039, -0.077, 0.076], [-0.026, -0.064, -0.052], [-0.001, 0.027, 0.094], [-0.039, 0.173, 0.135], [0.056, 0.147, 0.103], [-0.106, 0.052, -0.166], [0.146, -0.165, 0.158], [-0.185, -0.038, 0.112], [-0.046, -0.189, 0.047], [-0.017, 0.031, 0.172], [0.150, -0.091, -0.018], [0.205, -0.030, 0.103], [-0.086, 0.323, 0.144], [-0.036, -0.241, 0.005], [0.083, -0.103, -0.261], [0.104, -0.231, -0.026], [0.119, 0.034, -0.308], [-0.266, 0.093, 0.293], [-0.571, 0.418, 0.495], [-0.016, 0.150, -0.213], [-0.092, -0.181, 0.266], [0.002, -0.075, 0.051], [-0.005, 0.127, -0.127], [-0.121, 0.043, 0.106], [0.042, -0.036, -0.109], [-0.030, -0.021, -0.042], [-0.120, -0.053, 0.025], [-0.010, 0.131, -0.044], [-0.069, 0.010, -0.092], [-0.001, 0.082, 0.110], [-0.007, -0.061, -0.089], [0.053, -0.078, 0.229], [-0.056, 0.112, -0.764], [-0.557, -0.135, 0.346], [0.099, 0.035, -0.355], [-0.067, -0.148, 0.141], [-0.061, 0.111, 0.085], [0.011, -0.008, -0.127], [-0.083, 0.117, 0.106], [0.004, -0.021, -0.026], [-0.057, 0.024, 0.016], [-0.032, -0.002, 0.051], [0.113, 0.061, -0.061], [0.001, -0.010, -0.041], [0.130, -0.064, 0.068], [0.089, -0.130, 0.010], [-0.056, 0.011, 0.095], [-0.092, -0.103, 0.022], [0.020, -0.055, -0.030], [0.112, 0.048, -0.020], [0.050, 0.007, -0.019], [-0.134, -0.118, -0.049], [-0.053, -0.160, -0.227], [-0.105, 0.196, 0.036], [-0.336, -0.243, -0.308], [0.014, -0.166, -0.210], [-0.129, 0.024, -0.021], [0.803, 0.687, 2.121], [0.719, 0.914, 0.242], [0.508, 0.498, 0.082], [0.505, 0.326, 0.129], [0.086, 0.069, -0.020], [0.088, 0.014, 0.004], [0.008, 0.000, 0.071], [-0.059, 0.136, 0.076], [-0.127, 0.174, 0.083], [0.124, -0.094, -0.020], [0.045, -0.036, 0.006]], "max_force_ev_per_a": 2.58, "de_lowest_kcal_mol": 23.4, "total_charge": 2}

2.
{"formula": "C50H46GeN8O2STc", "method": "wB97M-V/def2-TZVPD", "elements": ["Tc", "C", "C", "C", "C", "C", "N", "C", "C", "C", "C", "C", "C", "C", "N", "C", "C", "C", "N", "C", "C", "N", "C", "C", "C", "N", "H", "H", "H", "H", "H", "H", "H", "H", "H", "H", "H", "H", "H", "H", "H", "H", "H", "H", "C", "N", "C", "C", "N", "C", "S", "C", "C", "C", "C", "C", "N", "H", "H", "H", "H", "H", "H", "H", "H", "H", "O", "C", "O", "C", "C", "Ge", "C", "C", "C", "C", "C", "C", "C", "C", "C", "C", "C", "C", "C", "C", "C", "C", "C", "C", "H", "H", "H", "H", "H", "H", "H", "H", "H", "H", "H", "H", "H", "H", "H", "H", "H", "H", "H"], "coordinates": [[1.720248, 1.932722, -2.258018], [-4.950819, 4.224475, -1.406904], [-3.525162, 3.779371, -1.265146], [-3.083666, 3.108109, -0.124419], [-1.769207, 2.725194, -0.003548], [-0.814621, 3.004321, -0.996782], [0.503848, 2.562249, -0.822757], [1.020506, 2.691361, 0.471711], [0.753203, 3.847367, 1.226082], [1.206242, 3.983449, 2.513719], [1.932710, 2.957291, 3.133505], [2.413401, 3.123076, 4.544278], [2.221263, 1.825459, 2.401310], [1.801801, 1.681843, 1.076447], [2.186172, 0.575174, 0.341562], [2.571205, -0.705708, 0.877739], [3.645292, -1.121625, -0.080276], [3.536468, -0.311493, -1.139371], [2.608346, 0.710523, -0.948615], [-1.266806, 3.643215, -2.162672], [-2.608462, 4.002222, -2.279191], [-0.387434, 4.001210, -3.219265], [-0.613277, 4.963641, -4.141963], [0.458409, 4.994719, -5.000267], [1.320426, 4.009290, -4.529675], [0.810286, 3.411181, -3.450508], [-5.356645, 4.528940, -0.443707], [-5.571062, 3.408985, -1.784373], [-5.034050, 5.060516, -2.098738], [-3.782721, 2.877547, 0.669897], [-1.441328, 2.172792, 0.867695], [0.192641, 4.647842, 0.761724], [0.998483, 4.895527, 3.058488], [1.714628, 3.731931, 5.116298], [3.373831, 3.643106, 4.561613], [2.544339, 2.162404, 5.039920], [2.812938, 1.045423, 2.862122], [2.802345, -0.689052, 1.936722], [4.290805, -1.968840, 0.070195], [4.113576, -0.330531, -2.047615], [-2.961079, 4.464508, -3.191017], [-1.488387, 5.586591, -4.131451], [0.601942, 5.652536, -5.838537], [2.278710, 3.717136, -4.919893], [5.572533, 0.905126, -5.903739], [4.236694, 0.336689, -5.866034], [3.713364, -0.557067, -6.771557], [2.466173, -0.846121, -6.383880], [2.201474, -0.131400, -5.202892], [3.317837, 0.613305, -4.922339], [3.631019, 1.741008, -3.712511], [0.975137, -0.258344, -4.501511], [0.111818, -1.254519, -4.953235], [-1.178901, -1.352539, -4.477240], [-1.589044, -0.429500, -3.535987], [-0.659094, 0.461978, -3.058692], [0.616858, 0.562361, -3.485985], [6.050746, 0.612323, -6.833533], [6.164861, 0.542452, -5.064377], [5.521352, 1.990851, -5.846435], [4.269534, -0.911817, -7.621278], [1.760865, -1.469047, -6.893849], [0.445267, -1.965939, -5.687751], [-1.843506, -2.121451, -4.845891], [-2.596950, -0.410588, -3.148383], [-0.957618, 1.141104, -2.282925], [1.530079, -1.757927, 0.835111], [0.439949, -1.767925, 0.065310], [-0.065558, -0.796694, -0.442287], [-0.144954, -3.152310, -0.054060], [-1.540380, -3.185310, 0.585050], [-1.454173, -3.042570, 2.570750], [-0.705048, -1.299143, 3.104860], [-1.486469, -0.155882, 2.939696], [-1.056221, 1.075235, 3.414248], [0.164242, 1.179156, 4.067449], [0.967987, 0.055787, 4.205260], [0.538229, -1.173455, 3.721610], [-0.377104, -4.520922, 3.295974], [0.079679, -4.466852, 4.611791], [0.922901, -5.451567, 5.106223], [1.311014, -6.505393, 4.291227], [0.830191, -6.590167, 2.992982], [-0.021508, -5.609663, 2.503208], [-3.309918, -3.090383, 3.230980], [-4.373160, -3.299096, 2.357381], [-5.682491, -3.207319, 2.811633], [-5.933944, -2.928058, 4.146309], [-4.879084, -2.736288, 5.027639], [-3.571649, -2.823175, 4.572397], [0.529636, -3.863728, 0.417979], [-0.211729, -3.368459, -1.125197], [-2.052448, -4.109675, 0.312393], [-2.130270, -2.355270, 0.189139], [-2.455267, -0.237974, 2.455712], [-1.684979, 1.951297, 3.302978], [0.475618, 2.127076, 4.488094], [1.920125, 0.131158, 4.717966], [1.168024, -2.048413, 3.839583], [-0.224573, -3.650083, 5.257243], [1.272104, -5.399538, 6.129339], [1.972677, -7.271380, 4.673465], [1.111665, -7.423857, 2.362368], [-0.416170, -5.703353, 1.497205], [-4.183780, -3.531939, 1.315660], [-6.503400, -3.354905, 2.121233], [-6.954095, -2.874612, 4.503162], [-5.074782, -2.517743, 6.069426], [-2.750722, -2.673534, 5.265234]], "forces_ev_per_a": [[-0.758, -0.143, 1.404], [0.004, -0.078, -0.026], [0.056, -0.009, -0.013], [-0.008, 0.013, -0.028], [0.222, -0.124, -0.073], [-0.566, 0.306, -0.076], [0.869, -0.168, -0.875], [0.054, 0.034, 0.277], [0.005, 0.005, 0.007], [0.002, -0.063, -0.091], [0.482, 0.405, -0.474], [0.394, 0.208, -0.073], [0.447, 0.237, -0.228], [-0.355, 0.331, -0.250], [0.158, -0.130, -0.485], [-0.450, -0.677, -0.143], [-0.398, 0.330, -0.142], [0.725, -0.559, 0.221], [-0.327, -0.060, 0.296], [0.102, -0.169, 0.397], [-0.005, 0.011, -0.093], [-0.055, 0.253, -0.087], [0.172, 0.090, -0.147], [-0.051, -0.021, 0.066], [-0.186, 0.110, -0.092], [0.049, 0.087, -0.458], [-0.017, 0.009, -0.007], [-0.021, 0.019, 0.005], [-0.038, -0.002, 0.000], [0.004, 0.013, 0.006], [0.002, 0.021, 0.025], [-0.029, -0.002, 0.006], [-0.005, 0.005, 0.011], [0.006, -0.021, 0.068], [0.004, -0.028, -0.005], [0.047, 0.084, 0.032], [0.008, 0.177, -0.129], [0.150, 0.222, -0.045], [-0.045, -0.064, -0.108], [-0.130, 0.023, -0.071], [0.031, 0.033, 0.003], [-0.043, -0.049, 0.114], [-0.004, 0.001, 0.001], [0.029, -0.040, 0.095], [0.276, 0.149, 0.035], [-0.291, -0.046, 0.158], [-0.060, -0.111, -0.048], [0.084, -0.097, -0.207], [0.454, 0.103, -0.032], [-0.133, 0.089, -0.284], [0.161, 0.110, 0.407], [-0.462, 0.018, 0.170], [0.115, -0.077, -0.053], [0.059, 0.174, 0.101], [-0.046, -0.084, -0.078], [-0.051, -0.044, 0.131], [0.226, -0.296, -0.276], [-0.051, -0.019, -0.016], [-0.051, -0.023, -0.001], [-0.043, -0.017, -0.041], [0.008, 0.032, 0.000], [-0.046, 0.026, 0.075], [-0.030, -0.004, 0.030], [0.022, -0.012, -0.018], [0.034, 0.001, 0.063], [0.085, 0.005, 0.182], [0.991, 0.252, 0.213], [-0.533, 0.102, -0.252], [0.276, 0.281, -0.181], [-0.053, 0.041, 0.130], [0.220, 0.065, 0.278], [-0.557, -0.452, 0.013], [-0.148, -0.199, -0.131], [0.035, -0.170, -0.066], [0.087, 0.085, 0.089], [-0.736, -0.311, 0.408], [-0.283, -0.264, 0.288], [0.065, 0.103, 0.058], [-0.174, 0.472, -0.211], [0.079, -0.005, -0.056], [-0.049, -0.017, 0.071], [0.002, -0.026, 0.005], [-0.062, -0.069, -0.025], [0.071, 0.061, 0.026], [0.557, 0.104, -0.236], [-0.008, 0.104, 0.071], [-0.007, -0.081, -0.056], [-0.054, -0.018, -0.011], [0.058, -0.051, 0.076], [-0.091, 0.082, -0.043], [-0.007, -0.076, -0.097], [0.081, -0.008, 0.035], [0.029, -0.007, 0.051], [-0.052, -0.036, 0.056], [-0.022, 0.027, 0.060], [-0.017, 0.007, 0.049], [-0.489, -0.473, 0.057], [-0.026, -0.086, 0.059], [-0.002, -0.001, 0.065], [0.068, 0.011, 0.023], [0.004, -0.010, 0.002], [0.008, 0.007, 0.004], [-0.010, -0.018, 0.024], [0.060, 0.001, -0.021], [-0.049, 0.045, -0.015], [-0.015, -0.039, 0.036], [0.002, 0.048, -0.001], [-0.014, -0.033, 0.005], [-0.028, 0.057, 0.032]], "max_force_ev_per_a": 1.60, "multiplicity": 2, "de_lowest_kcal_mol": 0.0, "total_charge": 2}